Entry from the OMol25 dataset: a single C5H7N molecule (the ωB97M-V functional and the def2-TZVPD basis).

## Properties
charge	0
molecular weight	81.12	g/mol
frontier orbital gap	7.41	eV
energy relative to the best compared isomer or geometry (same formula, charge and spin)	120.0	kcal/mol

Each line ends with the natural charge from an NBO analysis.
Atoms and positions in Å:
N1 0.2497 1.2750 -1.9717  -0.538
C1 0.4253 0.1401 0.2296  0.036
C2 0.9708 -1.4564 2.1597  -0.269
C3 -1.0495 1.2870 -1.3984  -0.182
C4 0.2603 -1.0212 1.0895  -0.379
C5 -0.1105 0.1109 -1.1102  -0.263
H1 -0.6523 -1.6150 0.9526  0.209
H2 0.8618 1.8682 -1.4123  0.368
H3 -0.3149 -0.7870 -1.6993  0.203
H4 2.0257 -1.2758 2.3545  0.200
H5 -1.2818 1.9657 -0.5820  0.213
H6 0.4525 -2.1194 2.8525  0.194
H7 -1.8684 1.0865 -2.0885  0.210

Entry from the OMol25 dataset: 2 unconnected molecules or ions with the total composition C9H15ClN2O8 in a non-equilibrium geometry (the ωB97M-V functional and the def2-TZVPD basis).

## Properties
charge	0
molecular weight	314.68	g/mol
frontier orbital gap	7.15	eV

Each line ends with the natural charge from an NBO analysis.
Atoms and positions in Å:
Cl1 -2.6890 0.6129 3.9570  2.555
O1 -2.1506 1.5068 4.9474  -0.860
O2 -3.6641 -0.9005 -0.7498  -0.520
O3 0.6526 2.1010 -2.7591  -0.632
O4 -2.8408 0.5143 -2.2980  -0.758
O5 2.2917 -2.8770 -0.6280  -0.525
O6 -2.2983 1.0950 2.6300  -0.944
O7 -2.1450 -0.7113 4.1350  -0.872
O8 -4.1215 0.5790 4.0369  -0.848
N1 0.9772 1.1130 -0.6740  -0.287
N2 1.9940 0.1697 -2.2779  -0.496
C1 1.1757 1.1814 -1.9541  0.680
C2 -2.8438 -0.0655 -1.0279  0.789
C3 -1.3225 1.8176 -0.2141  -0.402
C4 -1.8060 0.3762 -0.0137  -0.571
C5 3.1150 -1.7986 -0.9835  -0.090
C6 0.1502 1.9554 0.2135  -0.221
C7 2.2670 -0.5493 -1.1520  0.127
C8 2.2261 -3.1355 0.7777  -0.261
C9 1.6494 0.0327 -0.1152  -0.053
H1 -1.9243 2.5399 0.3284  0.260
H2 2.8082 -4.0271 1.0076  0.195
H3 3.9525 -1.6449 -0.3030  0.207
H4 -0.0726 1.6735 -3.2431  0.518
H5 0.2126 1.5437 1.2190  0.249
H6 -1.3437 2.0095 -1.2869  0.198
H7 2.5534 -2.2878 1.3818  0.166
H8 0.4837 2.9890 0.2662  0.234
H9 -1.0090 -0.3726 -0.0394  0.213
H10 1.6134 -0.2361 0.9198  0.265
H11 3.5551 -2.0445 -1.9572  0.196
H12 -2.2755 0.3415 0.9720  0.341
H13 1.1828 -3.3022 1.0454  0.209
H14 -2.7104 -0.1669 -2.9649  0.493
H15 2.3563 -0.0324 -3.1959  0.447

Entry from the OMol25 dataset: 6 unconnected molecules or ions with the total composition C6H24N4O6 in a non-equilibrium geometry (the ωB97M-V functional and the def2-TZVPD basis).

## Properties
charge	0
molecular weight	248.28	g/mol
frontier orbital gap	9.45	eV
energy relative to the best compared isomer or geometry (same formula, charge and spin)	7.0	kcal/mol

Each line ends with the natural charge from an NBO analysis.
Atoms and positions in Å:
O1 0.0277 0.7492 -0.4791  -0.738
O2 -3.1385 3.0406 2.4741  -0.733
O3 2.1349 -3.0143 -1.0467  -0.692
O4 -0.2706 -2.1680 3.9381  -0.739
O5 -1.7345 1.9323 -2.2828  -0.759
O6 2.0207 2.3655 -1.8932  -0.748
N1 0.3565 -1.1869 0.6599  -0.842
N2 -1.0285 0.4382 1.5326  -0.848
N3 3.4488 -3.9383 -2.6413  -0.837
N4 1.2429 -4.5347 -2.4831  -0.831
C1 -1.6288 3.3040 -2.5507  -0.239
C2 1.1546 -2.3012 3.8433  -0.267
C3 -0.2022 0.0391 0.5023  0.799
C4 2.2553 -3.7808 -2.0045  0.781
C5 1.8559 1.7144 -3.1293  -0.244
C6 -4.0863 3.6777 3.3296  -0.246
H1 0.4584 -4.7223 -1.8853  0.411
H2 4.3258 -3.5749 -2.3229  0.414
H3 1.4622 -1.5378 3.1277  0.191
H4 -1.5108 3.8806 -1.6210  0.153
H5 -0.9221 1.5206 -1.9542  0.502
H6 -4.2991 3.0721 4.2145  0.160
H7 0.8636 1.9398 -3.5432  0.152
H8 -1.6458 1.1781 1.2277  0.418
H9 1.9974 0.6339 -3.0988  0.165
H10 0.0922 -1.7359 1.4585  0.381
H11 1.4347 -3.2566 3.3879  0.167
H12 -2.5571 3.7084 -2.9521  0.172
H13 1.5312 1.9067 -1.1987  0.497
H14 1.3933 -5.1486 -3.2579  0.384
H15 -3.5972 4.6031 3.6443  0.164
H16 1.6999 -2.1889 4.7790  0.176
H17 -0.7570 3.4958 -3.1806  0.160
H18 -2.3544 2.8155 2.9794  0.469
H19 2.5220 2.1781 -3.8583  0.171
H20 -1.3584 -0.3380 2.0800  0.391
H21 -0.4985 -2.4571 4.8269  0.472
H22 0.8426 -1.6969 -0.0615  0.444
H23 -5.0491 3.9154 2.8877  0.188
H24 3.5181 -4.5277 -3.4483  0.378

Entry from the OMol25 dataset: a single C3H5NO2 molecule (the ωB97M-V functional and the def2-TZVPD basis).

## Properties
charge	0
molecular weight	87.08	g/mol
frontier orbital gap	11.40	eV
energy relative to the best compared isomer or geometry (same formula, charge and spin)	31.3	kcal/mol

Each line ends with the natural charge from an NBO analysis.
Atoms and positions in Å:
O1 -0.2799 0.5504 -1.1931  -0.497
O2 0.2456 1.9066 0.5413  -0.587
N1 -1.0443 -0.7136 0.9758  -0.613
C1 0.6438 -0.4072 -0.7004  -0.151
C2 -0.4850 1.5853 -0.3568  0.661
C3 0.1378 -0.9731 0.6084  0.119
H1 -1.2576 -1.1100 1.8881  0.348
H2 0.6978 -1.1908 -1.4632  0.216
H3 -1.4214 2.0900 -0.6265  0.131
H4 1.6425 0.0252 -0.5719  0.209
H5 0.8587 -1.5641 1.1869  0.163

Entry from the OMol25 dataset: a molecular structure, C25H14BrN4O10SW (the ωB97M-V functional and the def2-TZVPD basis).

## Properties
⟨S²⟩	2.03
charge	-1
molecular weight	826.22	g/mol
frontier orbital gap (alpha / beta)	4.54 / 7.02	eV
spin multiplicity	3

Each line ends with the natural charge from an NBO analysis.
Atoms and positions in Å:
W1 -1.1815 0.7730 -0.5352  2.045
Br1 -1.0370 -1.5340 2.6470  0.120
S1 -2.6688 1.8097 -2.2412  -0.028
O1 1.1436 0.8461 -0.4009  -0.706
O2 -1.2626 -0.6682 -2.1192  -0.694
O3 -2.7179 1.6879 0.6055  -0.702
O4 -0.0618 -0.9018 -0.0421  -0.752
O5 -4.2943 1.4451 2.1787  -0.595
O6 6.8093 -2.8612 1.1970  -0.501
O7 5.5495 -4.6154 1.5373  -0.500
O8 -0.0644 4.4764 0.8756  -0.590
O9 -1.7080 -2.7989 -2.6503  -0.602
O10 -0.6714 2.7226 -0.3530  -0.695
N1 -0.1718 1.5263 -2.6367  -0.468
N2 -2.7616 -0.6556 -0.1170  -0.462
N3 5.6947 -3.4217 1.2054  0.457
N4 -0.5304 1.0919 1.7250  -0.474
C1 1.2028 2.2569 -4.4117  -0.290
C2 0.3601 1.9722 4.1999  -0.137
C3 4.6939 -1.3127 0.5055  -0.215
C4 -1.1607 2.6980 -4.4576  -0.267
C5 -0.0081 0.6592 4.0123  -0.259
C6 -1.2515 2.0453 -3.2300  0.102
C7 4.5621 -2.6765 0.8543  0.004
C8 -1.8087 -1.8248 -1.9412  0.780
C9 -4.5214 -2.6082 0.6141  -0.152
C10 3.2857 -3.2855 0.8537  -0.217
C11 -0.1926 2.3786 1.9308  0.131
C12 2.1826 -2.5518 0.5270  -0.195
C13 3.5861 -0.5849 0.1829  -0.199
C14 -3.6069 -2.8411 -0.4013  -0.198
C15 -0.3184 3.3026 0.7502  0.787
C16 -3.6719 -0.4041 0.8219  0.113
C17 1.1528 -0.3975 -0.1018  0.717
C18 -4.5768 -1.3621 1.2224  -0.200
C19 -3.5927 1.0157 1.2932  0.756
C20 1.0306 1.6316 -3.1901  0.096
C21 2.2952 -1.1767 0.1902  -0.198
C22 0.2519 2.8574 3.1421  -0.200
C23 -0.4639 0.2600 2.7610  0.183
C24 -2.7420 -1.8245 -0.7560  0.131
C25 0.0855 2.7938 -5.0441  -0.150
H1 0.7169 2.3018 5.1667  0.224
H2 0.5011 3.9057 3.2104  0.256
H3 1.2039 -3.0146 0.5164  0.218
H4 -3.5511 -3.7705 -0.9505  0.252
H5 3.2137 -4.3310 1.1136  0.236
H6 2.1870 2.3243 -4.8536  0.217
H7 0.0400 -0.0682 4.8078  0.239
H8 3.6767 0.4635 -0.0728  0.219
H9 -5.2125 -3.3867 0.9110  0.221
H10 0.1916 3.2943 -5.9992  0.210
H11 -5.2946 -1.1102 1.9898  0.247
H12 5.6805 -0.8742 0.5052  0.236
H13 1.8499 1.2051 -2.6275  0.226
H14 -2.0425 3.1176 -4.9208  0.221

Entry from the OMol25 dataset: a single C14H29BFNO7S molecule in a non-equilibrium geometry (the ωB97M-V functional and the def2-TZVPD basis).

## Properties
charge	0
molecular weight	385.26	g/mol
frontier orbital gap	10.01	eV

Each line ends with the natural charge from an NBO analysis.
Atoms and positions in Å:
S1 0.0756 4.1918 0.2904  1.771
F1 0.1394 2.3412 -1.6441  -0.365
O1 4.5879 2.7824 0.7754  -0.910
O2 1.2361 3.6559 1.3078  -0.703
O3 -0.9326 2.8505 0.3138  -0.740
O4 -0.6560 5.1651 1.0133  -0.909
O5 -1.6083 -1.0085 0.2844  -0.533
O6 2.1514 -1.5689 -3.2843  -0.722
O7 -1.7641 1.3082 -1.1060  -0.532
N1 3.4584 2.4022 2.8616  -1.054
C1 -3.8105 1.5751 -2.2479  -0.612
C2 -2.2916 -3.6345 2.8529  -0.606
C3 -1.6392 -2.2963 0.8536  -0.051
C4 1.6175 -1.3582 -0.5814  -0.406
C5 -0.7939 -0.0922 0.9613  -0.058
C6 -2.3645 2.0139 -2.1844  -0.065
C7 1.6920 -2.7917 -2.7144  -0.064
C8 -2.6973 -2.4745 1.9439  -0.430
C9 1.2743 1.2133 1.0090  -0.428
C10 1.9705 2.5499 0.7159  -0.262
C11 1.2941 -2.6914 -1.2206  -0.426
C12 0.1834 0.7010 0.0612  -0.119
C13 0.7291 -0.1912 -1.0512  -0.411
C14 -0.5892 1.8154 -0.6116  0.877
B1 3.3964 2.5612 1.4617  1.040
H1 -1.2218 -3.6473 3.0307  0.195
H2 -1.3746 0.6329 1.5301  0.197
H3 1.6411 -1.4565 0.4947  0.197
H4 4.3709 2.1477 3.2146  0.393
H5 -4.3260 1.8754 -1.3468  0.214
H6 2.6397 -1.1304 -0.8600  0.213
H7 1.3767 -1.1295 -3.6606  0.469
H8 -1.9126 1.7661 -3.1332  0.172
H9 -2.8038 -3.6056 3.8067  0.214
H10 2.0345 0.4599 1.1684  0.222
H11 -4.2775 1.9706 -3.1360  0.209
H12 4.7800 2.0134 0.2184  0.494
H13 2.7321 1.8367 3.2782  0.389
H14 1.3231 0.3931 -1.7370  0.223
H15 -2.3605 3.0841 -2.0308  0.180
H16 -0.1708 -0.6043 1.6916  0.169
H17 -2.5432 -4.5836 2.3999  0.203
H18 -0.6696 -2.6186 1.2291  0.156
H19 2.4567 -3.5478 -2.8301  0.176
H20 2.1763 2.7249 -0.3369  0.211
H21 -3.8309 0.4931 -2.3323  0.211
H22 -1.8857 -2.9781 0.0469  0.182
H23 -3.6163 -2.7850 1.4736  0.205
H24 0.7904 1.3692 1.9694  0.226
H25 1.8514 -3.4515 -0.6836  0.204
H26 -2.8374 -1.5702 2.5165  0.208
H27 0.2544 -2.9707 -1.1222  0.201
H28 -0.0791 -0.5908 -1.6449  0.223
H29 0.8236 -3.1173 -3.2750  0.162

Entry from the OMol25 dataset: a molecular structure, C11H17NO7PTi in a non-equilibrium geometry (the ωB97M-V functional and the def2-TZVPD basis).

## Properties
⟨S²⟩	2.01
charge	+1
molecular weight	354.10	g/mol
frontier orbital gap (alpha / beta)	8.14 / 8.37	eV
energy relative to the best compared isomer or geometry (same formula, charge and spin)	0.0	kcal/mol
spin multiplicity	3

Each line ends with the natural charge from an NBO analysis.
Atoms and positions in Å:
Ti1 -0.2394 -0.4796 -0.1327  1.667
P1 1.2314 -1.1541 -3.0001  1.950
O1 -1.1288 -2.3834 0.0935  -0.283
O2 -2.5504 2.5734 -0.4791  -0.469
O3 1.1745 0.5771 0.4179  -0.703
O4 -1.7941 0.4637 -0.3417  -0.692
O5 0.9453 2.7754 -0.0267  -0.484
O6 0.2112 -0.5557 -2.0066  -1.010
O7 -0.7598 -0.2866 2.0602  -0.537
N1 0.0929 -2.4689 0.1984  -0.024
C1 0.7072 1.8604 0.6922  0.767
C2 1.6303 0.0973 -4.2051  -1.006
C3 -1.7097 1.7790 1.6569  -0.345
C4 0.0894 0.6629 2.7952  0.103
C5 2.7302 -1.6479 -2.1621  -1.021
C6 0.5150 -2.5757 -3.8036  -1.010
C7 -2.0625 0.5201 3.8229  -0.430
C8 -0.5728 0.7472 4.1621  -0.437
C9 -0.1540 1.9107 1.9464  -0.361
C10 -2.0758 1.7187 0.1872  0.784
C11 -2.0219 0.4213 2.3100  0.092
H1 1.1094 0.2968 2.7874  0.242
H2 0.0574 2.8521 2.4495  0.275
H3 -2.8279 -0.1346 1.8422  0.244
H4 2.0799 0.9516 -3.6982  0.279
H5 -0.3338 -2.2706 -4.4148  0.277
H6 -2.7135 1.3283 4.1507  0.236
H7 -2.2469 2.6088 2.1098  0.268
H8 1.2583 -3.0632 -4.4356  0.270
H9 -2.4310 -0.4093 4.2510  0.240
H10 2.5304 -2.4679 -1.4723  0.274
H11 0.7213 0.4229 -4.7100  0.278
H12 -0.3777 1.7105 4.6309  0.234
H13 -0.1886 -0.0279 4.8207  0.241
H14 2.3314 -0.2962 -4.9420  0.268
H15 3.1344 -0.7996 -1.6081  0.278
H16 0.1729 -3.2833 -3.0476  0.274
H17 3.4659 -1.9734 -2.8990  0.273

Entry from the OMol25 dataset: 2 unconnected molecules or ions with the total composition C7H17N2 in a non-equilibrium geometry (the ωB97M-V functional and the def2-TZVPD basis).

## Properties
charge	+1
molecular weight	129.23	g/mol
frontier orbital gap	10.47	eV
energy relative to the best compared isomer or geometry (same formula, charge and spin)	128.0	kcal/mol

Each line ends with the natural charge from an NBO analysis.
Atoms and positions in Å:
N1 0.8465 -0.2351 0.6328  -0.236
N2 0.0428 -0.6433 -0.5458  -0.478
C1 2.2519 0.1154 0.5753  -0.069
C2 2.3541 1.6470 0.4600  -0.607
C3 2.9317 -0.4318 -0.7626  -0.676
C4 -2.9053 0.6609 0.1022  0.009
C5 -2.3104 0.6791 -1.1393  -0.571
C6 -3.6813 -0.3657 0.7831  -0.694
C7 0.3252 -1.5519 0.5580  -0.045
H1 -3.6973 -0.3592 1.7896  0.242
H2 -2.8822 0.1385 -1.8828  0.235
H3 -2.5882 1.5110 0.7172  0.212
H4 3.1603 1.8969 1.0438  0.228
H5 2.5859 2.0415 -0.6224  0.217
H6 4.0744 -0.6598 -0.6003  0.264
H7 2.5216 -0.1724 1.5923  0.245
H8 -1.0343 -0.0540 -0.5105  0.447
H9 2.5734 -1.3456 -1.0316  0.194
H10 0.6036 -0.6169 -1.4729  0.441
H11 -1.7858 1.4957 -1.5522  0.240
H12 -0.5469 -1.9298 1.2689  0.233
H13 3.0415 0.2083 -1.6080  0.236
H14 -4.8480 -0.3849 0.5668  0.271
H15 1.4685 1.9879 0.9464  0.227
H16 -3.4006 -1.3131 0.5180  0.231
H17 0.8991 -2.3186 0.1741  0.202

Number 1: total energy -6783.307 eV. Number 2: total energy -41449.047 eV. Number 3: total energy -24856.875 eV. Number 4: total energy -8776.337 eV. Number 5: total energy -135294.856 eV. Number 6: total energy -45040.778 eV. Number 7: total energy -59906.212 eV. Number 8: total energy -10502.997 eV.